Formula: C19H25IrN5O2S
Source: OMol25
Level of theory: ωB97M-V/def2-TZVPD

CARTESIAN COORDINATES (ANGSTROEM)
Ir 0.676 1.685 -0.300
C 1.966 -1.768 -4.210
C 0.789 -0.917 -3.930
N -0.308 -0.858 -4.613
N -1.088 0.079 -3.997
C -0.504 0.600 -2.933
S -1.054 1.773 -1.800
N 0.689 -0.022 -2.863
N 1.599 0.357 -1.860
H 1.646 -2.606 -4.826
H 2.415 -2.158 -3.296
H 2.719 -1.205 -4.764
H -1.996 0.301 -4.386
H 2.290 0.969 -2.297
H 2.100 -0.459 -1.503
O 2.547 2.681 -0.575
C 2.802 3.224 0.778
C 1.533 3.850 1.316
C 1.529 4.909 2.197
C 0.316 5.420 2.640
C -0.861 4.867 2.159
C -0.800 3.809 1.277
N 0.375 3.294 0.874
H 2.562 3.415 -1.213
H 3.623 3.938 0.727
H 3.132 2.370 1.375
H 2.468 5.339 2.521
H 0.294 6.249 3.335
H -1.825 5.252 2.460
H -1.690 3.357 0.866
C -0.757 -5.624 1.600
C -0.941 -4.170 1.337
C -2.195 -3.669 0.971
C -2.425 -2.313 0.769
C -3.814 -1.900 0.383
C -1.334 -1.405 0.942
C -1.637 -0.034 0.860
O -0.843 0.957 0.849
C -0.049 -1.901 1.316
C 1.100 -0.998 1.655
C 0.119 -3.263 1.482
H -1.350 -6.229 0.916
H -1.106 -5.847 2.613
H 0.289 -5.918 1.536
H -3.021 -4.356 0.843
H -4.370 -2.761 0.021
H -3.841 -1.135 -0.391
H -4.352 -1.519 1.255
H -2.696 0.237 0.890
H 0.825 -0.311 2.458
H 1.396 -0.378 0.793
H 1.964 -1.574 1.974
H 1.094 -3.634 1.769

Its total charge is +3. For the frontier orbital gap, the calculation gives 5.92 eV. Its energy above the lowest of the compared OMol25 structures with the same formula, charge and spin is 38.5 kJ/mol.